1.
{"formula": "C28H31BrHgN7O2S4", "method": "wB97M-V/def2-TZVPD", "symbols": ["C", "H", "C", "C", "H", "N", "C", "C", "N", "C", "C", "H", "H", "H", "H", "N", "N", "C", "C", "S", "S", "H", "H", "H", "C", "C", "H", "H", "C", "N", "C", "N", "C", "S", "C", "H", "H", "C", "H", "C", "C", "H", "H", "H", "C", "O", "C", "H", "C", "O", "C", "H", "H", "S", "C", "C", "H", "H", "H", "C", "C", "H", "Br", "H", "H", "H", "N", "H", "C", "H", "Hg", "H", "H", "C"], "positions_angstrom": [[-3.2416, 1.2153, 2.0813], [-3.8153, -0.2040, -6.7197], [4.8254, 0.5548, 4.0951], [-3.3154, -1.5635, -4.5673], [-3.3387, 0.6492, -1.4214], [-0.5699, -3.4650, -1.9122], [0.9649, 0.0830, -3.8588], [0.2647, -4.3965, -2.3026], [-1.0001, -1.7592, -0.3995], [3.2559, 0.8760, -4.0072], [1.5386, -4.5579, -1.7711], [5.5207, 1.3793, 4.1457], [-3.7882, -0.0111, 3.7586], [-0.6851, 4.7552, 2.1148], [0.6678, 1.8278, 5.0394], [4.0911, 1.6413, -1.7415], [2.2516, 1.2011, -0.5792], [1.8937, -3.6255, -0.8070], [-0.1563, 2.4145, 4.6370], [-1.4069, 0.0122, 3.9031], [-1.9723, 1.4090, 0.7849], [-1.7946, 3.7356, 3.0389], [4.5496, -2.7894, 4.5545], [-4.0031, 1.3084, -5.9757], [-0.1829, -2.6518, -0.9069], [3.5053, 0.7703, 3.7349], [0.0099, 0.1102, -1.9258], [-2.4408, 3.7694, 0.6589], [2.1225, 0.3504, -4.5963], [1.0677, -2.6955, -0.3907], [-1.4473, 1.6320, 4.7831], [2.6174, -0.2087, 3.6407], [-1.5519, 3.2014, 0.9407], [0.4004, 2.7945, 2.9369], [2.0261, 0.8583, -1.8915], [-4.1663, 0.9977, 1.5484], [-0.7901, 3.3258, 0.1718], [-3.6827, 0.5866, -3.5413], [-2.6782, -3.1245, -3.2261], [-2.9732, -2.0947, -3.3385], [-3.6756, -0.2182, -4.6830], [3.1237, 1.7572, 3.5167], [-1.6011, 1.4063, 5.8397], [3.9510, 2.0007, 0.3614], [-3.3404, 0.0523, -2.3177], [-3.0338, -3.2882, -0.4931], [-2.9889, 0.0476, 3.0164], [4.1518, 1.0720, -4.5784], [4.2978, -1.7670, 4.3209], [-3.2112, -1.0033, 0.3470], [-1.0265, 3.7277, 2.2677], [-2.9783, -0.8629, 2.4162], [-0.2277, 3.3592, 5.1796], [-2.6057, -1.9198, -0.6001], [3.0111, -1.4318, 3.9239], [-2.9909, -1.2812, -2.2225], [5.0336, 1.9329, -1.9351], [0.1038, -0.3344, -4.3610], [-2.3110, 2.1839, 4.4179], [5.2254, -0.7417, 4.3968], [3.1904, 1.1305, -2.6458], [-3.9749, 1.6241, -3.6190], [1.6761, -2.7833, 3.7761], [2.8750, -3.6261, -0.3467], [6.2431, -0.9500, 4.6925], [2.1302, 0.1358, -5.6555], [-4.0818, 0.3074, -5.8941], [-3.3348, 2.1671, 2.6006], [0.8950, 0.3279, -2.5033], [2.2128, -5.3323, -2.0960], [0.6520, -0.4250, 1.2643], [-0.1057, -5.0433, -3.0911], [-3.3216, -2.1852, -5.4507], [3.4680, 1.6496, -0.5320]], "forces_ev_per_a": [[0.2, -0.1, -0.4], [0.0, 0.1, 0.0], [0.0, 0.0, 0.0], [0.0, 0.1, 0.0], [-0.1, 0.2, 0.1], [-0.3, 0.1, 0.0], [-0.2, -0.1, 0.1], [0.4, -0.2, -0.1], [-1.2, 1.3, 1.0], [0.1, 0.0, -0.1], [0.0, 0.1, 0.1], [0.0, 0.1, 0.0], [-0.1, 0.0, -0.1], [-0.2, 0.0, 0.1], [0.1, 0.1, 0.1], [0.2, 0.0, 0.0], [-0.3, 0.0, 0.7], [0.1, -0.3, -0.3], [0.1, 0.2, -0.5], [0.0, 0.4, 0.1], [0.3, 0.8, 0.2], [-0.1, 0.1, 0.0], [0.0, 0.0, 0.0], [0.0, -0.1, -0.1], [1.0, -1.2, -0.8], [0.3, 0.1, 0.0], [-0.2, -0.1, 0.1], [0.1, 0.1, -0.1], [0.1, 0.0, -0.1], [-0.1, 0.8, 0.6], [0.0, -0.7, -0.3], [-0.3, -0.3, 0.0], [-0.2, -0.8, 0.1], [-0.2, -0.1, 0.1], [0.6, 0.1, -0.6], [-0.1, 0.1, 0.1], [0.0, 0.1, -0.1], [0.1, -0.1, -0.1], [0.0, -0.1, 0.0], [0.0, -0.1, -0.1], [0.0, -0.1, 0.3], [0.1, 0.2, -0.1], [-0.1, 0.2, 0.0], [0.1, 0.1, 0.1], [0.0, 0.1, -0.1], [0.0, 0.0, -0.3], [0.2, -0.1, 0.3], [0.0, 0.0, -0.1], [0.0, 0.0, 0.0], [0.1, 0.0, -0.4], [0.5, -0.1, 0.2], [-0.1, 0.0, 0.2], [0.0, -0.1, 0.1], [0.3, -0.1, 0.1], [-0.2, 0.0, 0.0], [0.1, -0.3, 0.8], [-0.1, 0.0, 0.1], [-0.1, 0.0, 0.0], [0.0, 0.0, 0.1], [-0.2, 0.1, -0.1], [-0.7, -0.2, 0.0], [0.0, 0.1, 0.0], [0.2, 0.1, 0.0], [0.1, 0.0, 0.0], [0.1, 0.0, 0.0], [0.0, 0.0, -0.1], [-0.1, 0.1, -0.3], [-0.1, 0.0, 0.0], [0.1, 0.0, 0.0], [0.0, -0.1, 0.0], [-0.4, -0.1, -0.3], [0.1, -0.1, -0.1], [0.0, -0.1, -0.1], [0.0, 0.0, 0.1]], "mulliken_spin": [0.00, 0.00, 0.00, 0.00, 0.00, 0.00, 0.00, 0.00, 0.06, 0.00, 0.00, 0.00, 0.00, 0.00, 0.00, 0.00, 0.03, 0.00, 0.00, 0.05, 0.05, 0.00, 0.00, 0.00, 0.03, 0.00, 0.02, 0.00, 0.00, 0.03, 0.00, 0.01, 0.00, 0.01, 0.01, 0.00, 0.00, 0.00, 0.00, 0.00, 0.00, -0.01, 0.00, 0.00, 0.00, 0.01, 0.00, 0.00, 0.00, 0.00, 0.00, 0.00, 0.00, 0.00, 0.01, 0.00, 0.00, 0.00, 0.00, 0.00, 0.00, 0.00, 0.02, 0.00, 0.00, 0.00, 0.00, 0.00, -0.01, 0.00, 0.68, 0.00, 0.00, 0.00], "de_lowest_ev": 0.8257, "homo_energy_ev": [-6.81, -7.39], "max_force_ev_per_a": 2.04, "charge": 0, "orbital_gap_ha": [0.2626, 0.2362], "multiplicity": 2}

---

2.
{"formula": "C28H31CaClFN7O2", "method": "wB97M-V/def2-TZVPD", "symbols": ["H", "H", "C", "N", "H", "H", "H", "C", "C", "N", "H", "C", "C", "C", "H", "H", "C", "C", "N", "H", "C", "C", "H", "Ca", "H", "Cl", "H", "C", "H", "H", "H", "H", "C", "H", "C", "N", "H", "H", "C", "H", "H", "H", "C", "C", "H", "C", "H", "F", "C", "C", "H", "C", "C", "O", "N", "H", "H", "H", "C", "C", "N", "H", "C", "C", "H", "C", "O", "C", "N", "C", "H"], "positions_angstrom": [[18.9031, 7.6063, 8.6782], [15.1154, 16.0429, 7.4362], [13.0414, 14.8672, 8.5742], [12.6358, 10.9503, 15.2675], [15.9924, 9.6439, 11.6460], [16.7013, 15.7569, 8.1917], [7.8610, 7.9467, 6.3537], [11.2379, 16.1809, 9.3887], [17.3848, 8.7759, 9.6938], [12.3904, 10.9430, 13.8958], [17.4379, 8.1996, 10.6396], [17.6561, 13.2903, 8.8062], [11.6491, 9.5574, 8.5479], [10.4700, 8.6000, 8.4059], [14.0700, 14.9945, 5.7155], [12.3268, 10.0663, 15.6655], [13.3273, 14.2829, 6.1182], [10.0304, 7.9029, 9.5083], [13.3557, 11.1537, 12.9875], [17.6929, 13.9457, 9.6387], [16.5394, 9.8741, 9.6282], [12.5997, 14.9538, 7.2498], [11.0836, 15.9203, 6.0156], [13.0119, 11.7220, 9.1642], [10.0850, 9.1507, 6.4202], [6.4415, 6.5318, 8.4534], [13.8438, 15.4980, 11.2613], [15.8709, 15.3073, 7.6519], [17.3524, 12.1543, 6.2720], [16.3434, 10.8796, 5.5624], [8.5002, 6.6694, 10.3800], [10.6766, 10.9817, 11.3308], [10.7986, 16.3591, 8.0892], [16.3327, 14.9501, 6.7220], [12.7991, 15.1441, 11.0786], [14.1159, 13.9371, 8.8798], [18.1336, 10.7404, 5.5011], [12.6104, 14.0769, 5.2835], [18.1806, 9.2211, 7.4916], [10.6922, 7.8875, 10.3578], [10.7291, 16.6598, 10.1891], [18.3338, 12.4211, 9.0053], [11.4576, 10.9613, 12.0801], [12.3521, 15.4088, 9.6657], [15.7187, 11.3080, 11.0285], [15.3129, 14.1252, 8.4262], [14.6696, 9.9480, 10.5664], [11.2561, 12.7266, 9.9116], [18.2288, 8.4268, 8.6353], [17.2680, 11.0504, 6.0984], [9.9478, 16.9719, 7.9193], [8.5226, 7.8683, 7.2043], [9.7547, 8.5689, 7.2266], [11.9300, 10.3856, 7.5920], [15.6767, 11.8100, 8.4259], [13.7806, 13.3011, 6.2124], [12.0966, 11.7142, 15.6603], [18.7451, 8.9381, 6.6172], [15.6964, 10.2094, 10.7518], [16.2318, 12.9441, 8.5293], [12.7798, 11.1784, 11.8560], [12.6506, 14.0687, 11.2773], [16.4981, 10.6365, 8.4425], [8.0477, 7.2868, 8.3684], [12.1503, 15.6520, 11.7729], [17.3414, 10.3078, 7.3789], [12.2848, 9.5463, 9.6143], [11.4455, 15.7179, 7.0399], [11.1634, 10.8014, 13.3559], [8.7933, 7.2490, 9.5101], [18.1208, 13.7697, 7.9382]], "forces_ev_per_a": [[0.3, -0.6, 0.2], [-0.2, 0.3, 0.0], [0.5, -0.8, 0.4], [0.1, 0.0, -0.5], [-0.1, 0.2, -0.2], [-0.1, 0.2, 0.3], [0.1, -0.2, -0.2], [0.5, -0.2, -0.4], [0.8, -0.7, 0.4], [0.1, -0.2, -0.2], [-0.2, 0.4, -0.7], [1.3, -1.8, -1.0], [-0.1, 0.3, -1.9], [0.6, 1.0, -0.4], [-0.1, -0.5, 0.0], [0.0, 0.2, -0.2], [-0.9, 0.5, -1.9], [-0.4, -0.5, 0.3], [0.0, 0.0, 2.1], [0.1, 0.8, 0.8], [0.7, -0.1, -1.7], [-0.3, 0.0, 0.7], [0.2, -0.4, 0.6], [-0.7, 0.3, 0.6], [0.3, 0.6, -1.1], [0.6, 0.3, -0.4], [-0.7, -0.5, -0.1], [0.1, -0.6, 0.3], [0.0, -0.8, -0.3], [-0.2, -0.1, -0.2], [-0.2, 0.2, -0.1], [0.5, 0.0, -0.1], [0.7, -0.7, 0.0], [-0.3, 0.0, 0.0], [0.5, -0.2, -0.3], [1.1, 1.2, -1.0], [-0.4, 0.2, -0.2], [0.4, 0.5, 0.6], [0.1, -0.9, 0.2], [-0.1, 0.0, 0.4], [-0.4, 0.3, 0.6], [-0.9, 0.5, 0.0], [-1.3, 0.0, -0.1], [0.1, 0.2, -0.2], [0.0, -1.1, -0.3], [-1.5, -0.1, -0.1], [-0.6, -0.1, -0.1], [0.6, -0.3, -0.3], [-1.0, 1.3, -0.1], [0.9, 1.3, -0.1], [-0.6, 0.4, -0.3], [0.4, 1.1, -0.1], [-1.8, -1.2, 1.1], [-0.5, -1.2, 1.0], [0.1, -0.8, -0.3], [0.3, 0.0, 0.9], [0.0, -0.1, 0.1], [0.3, 0.0, -0.1], [-0.4, 1.4, 2.1], [-0.2, 0.4, 0.6], [-0.8, 0.0, -0.8], [0.4, 0.3, -0.1], [0.8, -0.2, 1.0], [-0.8, -0.5, -0.4], [-0.2, 0.3, 0.2], [-1.0, 0.1, 0.3], [0.5, -0.2, 0.8], [0.0, 0.6, -0.7], [1.5, 0.4, -0.3], [1.6, 0.0, 0.8], [-0.2, 0.2, 0.1]], "lowdin_charge": [0.09, 0.08, -0.21, 0.10, 0.09, 0.09, 0.10, -0.04, -0.04, -0.28, 0.12, 0.00, -0.62, -0.14, 0.08, 0.09, -0.04, -0.01, 0.08, 0.08, -0.24, -0.22, 0.12, 1.40, 0.10, 0.61, 0.09, 0.00, 0.08, 0.09, 0.11, 0.10, -0.07, 0.10, -0.04, 0.06, 0.08, 0.10, -0.05, 0.11, 0.10, 0.11, -0.21, -0.23, 0.10, -0.24, 0.04, -0.62, -0.06, -0.03, 0.09, -0.07, 0.01, -0.16, 0.13, 0.07, 0.09, 0.11, -0.07, -0.29, -0.04, 0.06, -0.18, -0.65, 0.07, -0.24, -0.14, -0.04, 0.14, -0.11, 0.09], "de_lowest_ev": 0.1773, "homo_energy_ev": -8.67, "max_force_ev_per_a": 2.56, "charge": 0, "orbital_gap_ha": 0.3037}

---

Number 1 is which compound?
C28H31BrHgN7O2S4